1.
Molecular formula: C2H3N3
Method: DFT, ωB97M-V/def2-TZVPD

Positions of all 8 atoms, in Å:
H: 3.1640 -0.0161 0.2149
N: -2.0489 -0.6201 -0.0586
N: 1.1631 0.0896 -0.1583
H: -1.6385 1.5076 0.1172
H: -1.5095 -1.4611 0.0249
N: 0.0130 0.4798 -0.0239
C: 2.2513 -0.4341 -0.0439
C: -1.3945 0.4543 -0.0723

Computed properties:
Multiplicity: 3
Highest occupied orbital energy (spin up / spin down) (Eh): -0.21708 / -0.32896
Orbital gap (spin up / spin down) (eV): 6.6 / 6.7
ΔE to the lowest compared entry with this formula, charge and spin (eV): 2.2306
LUMO energy (spin up / spin down) (eV): 0.679 / -2.239

Atom charges from the natural (NBO) analysis, given in e for atoms 1 to 4: 0.137 -0.557 -0.186 0.211

---

2.
Molecular formula: C14H17N3O3
Method: DFT, ωB97M-V/def2-TZVPD

Positions of all 37 atoms, in Å:
O: 4.6978 -1.8183 -0.4413
H: 3.7299 -1.5472 -0.3660
H: 1.3298 0.8103 2.0970
O: 0.1341 -2.7651 0.7476
H: 3.7402 -4.8193 -0.1659
C: -4.3828 1.6612 0.7079
N: -1.4281 3.5539 -1.3418
C: -0.3385 -0.0043 -0.6428
H: -3.9409 4.7595 -1.0239
C: -0.5336 2.5203 -1.2919
C: -0.9256 1.3127 -0.7885
H: 2.4793 -2.7332 2.0757
H: 0.4164 1.7116 0.5532
C: -3.2574 0.8593 0.3202
H: 1.9161 -4.5413 -0.1741
H: -1.1480 -0.7260 -0.8719
H: 0.6363 2.4575 -1.5379
H: 3.0073 -3.8147 -1.2636
C: -2.2567 1.6667 -0.3515
C: 2.9723 -2.7579 0.8815
H: -5.2439 0.9072 0.9924
N: 0.9505 0.8263 1.0069
C: 4.4461 -2.5529 0.6556
H: -1.0825 4.5777 -1.5888
H: -5.7539 3.3823 0.0881
H: 2.6562 -0.9254 0.6184
H: -0.8424 -0.5666 1.2685
C: -4.6247 2.9797 -0.0081
C: 0.6540 -1.6557 0.5860
C: -2.4839 3.0720 -0.6835
C: 0.1165 -0.3134 0.8090
C: -3.6563 3.7505 -0.5678
O: 5.4746 -3.2143 1.0009
C: 2.9867 -4.1455 -0.2122
H: 0.6077 -0.0860 -1.4411
H: -3.1644 -0.1760 0.2712
N: 2.1118 -1.6454 0.0827

Computed properties:
Highest occupied orbital energy (Eh): -0.31109
Orbital gap (eV): 8.7
SMILES string: C[C@H](NC(=O)[C@@H](N)Cc1c[nH]c2ccccc12)C(=O)O
ΔE to the lowest compared entry with this formula, charge and spin (eV): 9.8466
LUMO energy (eV): 0.260

Atom charges from the natural (NBO) analysis, given in e for atoms 1 to 4: -0.640 0.482 0.385 -0.549

---

3.
Molecular formula: C9H16BClN2OPS
Method: DFT, ωB97M-V/def2-TZVPD

Positions of all 32 atoms, in Å:
H: 1.6875 0.3130 -2.7286
Cl: -1.2772 3.6985 3.7039
H: 2.7829 -1.5379 -0.2182
H: 2.3250 2.6664 -1.1863
B: -2.2438 -0.4067 -0.7041
C: 0.4190 1.6258 1.4730
C: -0.9487 -0.0387 0.2217
N: -1.2047 -1.2442 2.5370
C: 1.5025 -2.6516 1.1188
C: -1.1597 -0.7420 1.5372
H: -2.1515 -0.2453 -2.9781
H: -2.8004 1.2978 2.1513
H: -3.6677 -0.8893 0.5265
S: -2.2061 2.2931 1.4304
H: 0.4328 -2.8981 0.9726
H: 1.6747 -2.5172 2.2031
C: -2.1974 -1.0139 -2.1760
H: 0.5282 1.4823 -2.0873
H: -1.4292 -1.7978 -2.3116
H: 2.2991 -0.5594 1.1626
H: 3.4199 1.3230 -1.6882
O: -3.5281 -0.2141 -0.1581
H: -3.1730 -1.5314 -2.3314
C: -0.7946 1.5147 0.5296
C: 1.9103 -1.2996 0.4321
C: 2.4840 1.5746 -1.1467
H: 2.0823 -3.5135 0.7471
P: 0.6058 -0.6164 -0.7047
C: 1.2951 0.7403 -1.7863
H: 2.6656 1.2880 -0.0948
N: 1.3013 1.8110 2.1380
H: -0.6072 2.1358 -0.3570

Computed properties:
Net charge: -1
Highest occupied orbital energy (Eh): -0.10957
Orbital gap (eV): 5.4
LUMO energy (eV): 2.419

Atom charges from the natural (NBO) analysis, given in e for atoms 1 to 4: 0.235 -0.965 0.230 0.217

---

4.
Molecular formula: C22H28ClN3O4
Method: DFT, ωB97M-V/def2-TZVPD

Positions of all 58 atoms, in Å:
H: -1.4162 -3.0742 0.9006
H: 2.6385 -0.5642 2.7510
N: 1.9833 1.9877 -0.5306
H: -1.6429 -1.9613 -4.0694
C: 1.3913 2.3072 3.6337
C: 1.2118 -3.7437 -3.9805
H: 1.8278 0.6822 5.0224
H: 1.3699 0.3769 -3.3519
H: -3.9512 0.7339 2.4079
H: 0.5663 1.9504 -3.1939
H: -1.8995 -0.0958 3.9134
H: -2.1944 2.0825 3.4852
O: -2.5228 -1.5221 -0.8988
H: 0.9983 3.1376 4.1875
Cl: 1.9722 -5.0923 -4.7519
C: -0.6532 -2.2671 -3.7649
C: -0.3975 1.6577 -0.8612
C: -0.6990 -0.4368 -2.0470
C: 2.2321 0.4215 2.8475
H: -0.5637 -3.8849 -5.1679
H: -1.6683 2.7142 1.9072
N: 0.2271 0.5827 -1.6105
C: 0.7050 2.6609 -0.4548
N: -0.5463 -1.3516 0.1849
H: 1.7876 -1.4669 -1.5682
O: 3.1032 0.1299 0.1343
H: 0.5255 3.0461 0.5442
C: 1.8141 1.0728 4.0255
C: -1.9035 -1.5050 2.2708
C: -2.0852 1.8403 2.4166
H: -2.7688 -1.1745 1.6984
C: 2.3265 1.6966 -1.9120
O: 1.5175 2.4602 2.3116
O: -1.1063 0.8366 2.2559
C: -0.0022 -1.5757 -2.7515
C: 1.0817 1.1480 -2.6388
C: 2.3867 1.0834 0.4088
C: 1.8758 -3.0692 -2.9682
C: 2.0251 1.3079 1.8183
C: 1.2644 -1.9937 -2.3517
C: -1.2853 -0.3304 3.0347
C: -0.0540 -3.3504 -4.3819
C: -0.9264 -2.1819 1.3049
H: -0.2860 -0.6156 3.3839
C: -1.3739 -1.1339 -0.8484
H: -4.0745 2.3958 1.8305
H: 2.8607 -3.3845 -2.6621
H: 2.6893 2.6130 -2.3858
H: -1.5038 -0.0367 -2.6913
H: -1.1772 2.1722 -1.4520
H: -3.3467 1.1556 0.8009
H: -2.2334 -2.2495 2.9973
H: -0.8574 1.2313 0.0303
H: 0.3591 -0.9092 0.1793
C: -3.4525 1.5045 1.8254
H: -0.0170 -2.4782 1.8302
H: 3.1250 0.9545 -1.8992
H: 0.7430 3.5051 -1.1486

Computed properties:
Highest occupied orbital energy (Eh): -0.32130
Orbital gap (eV): 9.4
SMILES string: CCOCCCNC(=O)[C@H](c1ccc(Cl)cc1)N1CCN(C(=O)c2ccco2)CC1
ΔE to the lowest compared entry with this formula, charge and spin (eV): 2.6215
LUMO energy (eV): 0.697

Atom charges from the natural (NBO) analysis, given in e for atoms 1 to 4: 0.215 0.244 -0.420 0.222

---

Short version: max |F| = 0.0728; 0.1444; 0.1092; 0.0263 hartree/bohr, in the order given.